(1)
Computed, not measured: a molecular structure, C31H57Br6F6N7O9RbS2 at a distorted geometry, with ωB97M-V/def2-TZVPD.

Geometry as XYZ:
```
119
Properties=species:S:1:pos:R:3:mulliken_charge:R:1
Rb -0.19425 3.85197 1.62369 0.976
C -1.39028 5.78560 -5.29024 -0.628
C -0.38755 6.51856 -4.32659 0.485
O 0.22794 7.57072 -4.65892 -0.757
O -0.33482 6.20746 -3.16053 -0.668
H -1.00945 4.76563 -5.23798 0.179
H -1.18072 6.14734 -6.29688 0.229
H -2.41730 5.90215 -4.94417 0.167
C -0.24918 -0.25086 -1.52233 0.613
F -0.45295 -0.95855 -2.66501 -0.204
F 0.69243 0.72165 -1.65290 -0.212
F -1.35377 0.39627 -1.08913 -0.189
S 0.47261 -1.47867 -0.10747 0.906
O -0.11718 -2.74990 -0.42009 -0.528
O 1.93827 -1.41746 -0.07542 -0.598
N -0.20837 -0.62398 1.23982 -0.425
S -1.14821 -1.59743 1.97501 1.070
O -2.38725 -1.81180 1.23895 -0.626
O -0.48497 -2.80822 2.43798 -0.631
C -1.75730 -0.63849 3.54580 0.473
F -2.50351 0.43851 3.13113 -0.231
F -2.62516 -1.42670 4.27184 -0.201
F -0.78940 -0.08018 4.38378 -0.215
C -8.09926 -3.22476 4.19609 0.143
O -8.12296 -3.22693 5.42881 -0.596
N -8.24025 -2.09855 3.41132 0.113
C -8.53377 -2.24198 1.98746 -0.920
C -8.13556 -0.67573 3.98109 -0.856
H -8.16551 -4.15291 3.60758 0.294
H -9.44387 -1.78073 1.60398 0.301
H -8.68023 -3.22204 1.53344 0.304
H -7.65425 -1.79341 1.52559 0.324
H -7.35044 -0.17498 3.41458 0.301
H -9.04250 -0.13974 3.70129 0.327
H -7.94373 -0.55756 5.04755 0.266
C 0.28238 -9.65471 0.78136 0.120
O 0.35611 -10.26726 1.81634 -0.580
N -0.87591 -9.05547 0.42076 0.083
C -1.20317 -9.02092 -0.95452 -0.960
C -1.99907 -8.75537 1.31170 -0.923
H 1.08962 -9.43668 0.06511 0.331
H -2.17630 -9.48210 -1.12311 0.297
H -0.47462 -9.44480 -1.64563 0.368
H -1.22319 -7.99050 -1.30941 0.290
H -2.36310 -7.74930 1.10340 0.346
H -2.75422 -9.53751 1.23355 0.327
H -1.63117 -8.65871 2.33317 0.303
C 6.08808 2.77269 1.01125 0.179
O 5.28855 3.28198 0.19789 -0.667
N 7.34474 3.18540 1.30319 0.119
C 8.14884 2.52226 2.34705 -0.749
C 7.83445 4.34122 0.61053 -0.959
H 5.70328 2.01320 1.70932 0.295
H 7.68558 1.81582 3.03585 0.267
H 8.59997 3.38322 2.84035 0.270
H 8.88916 1.89707 1.84789 0.295
H 7.94762 5.12726 1.35715 0.337
H 8.74294 4.03492 0.09194 0.332
H 7.16253 4.61338 -0.20343 0.285
C 5.61994 -1.50193 6.39835 -1.272
C 4.10674 -1.37960 6.09694 -0.265
C 3.46525 -0.76072 7.29825 -0.414
C 3.41588 0.73626 7.14829 0.183
N 3.36659 1.87039 7.06743 -0.431
H 5.96614 -0.51769 6.71381 0.326
H 6.36088 -1.67259 5.61734 0.360
H 5.79349 -2.10544 7.28928 0.347
H 3.62703 -2.31465 5.80770 0.291
H 4.10413 -0.75103 5.20643 0.279
H 3.95535 -1.04791 8.22853 0.310
H 2.41665 -1.03787 7.40657 0.294
C -5.97602 3.87860 -0.29410 -1.144
C -5.39373 4.92505 -1.26135 -0.428
C -5.35673 6.37180 -0.73682 -0.431
C -6.56856 6.73989 -0.18070 0.303
N -7.57107 7.15162 0.28778 -0.498
H -5.71778 2.84528 -0.52576 0.412
H -7.05431 3.85753 -0.45203 0.329
H -5.48674 3.92437 0.67884 0.290
H -5.80545 4.97806 -2.26921 0.273
H -4.40312 4.60882 -1.58814 0.357
H -4.93764 7.15963 -1.36275 0.388
H -4.74026 6.45419 0.15832 0.151
C 0.69877 1.38167 -9.23584 -1.223
C 1.00585 2.58016 -10.07860 -0.189
C -0.09170 2.59605 -11.20085 -0.531
C 0.06883 3.72802 -12.17358 0.120
N 0.27713 4.61486 -12.85743 -0.397
H 0.77217 0.53518 -9.91859 0.320
H -0.31608 1.37975 -8.83813 0.306
H 1.42262 0.99871 -8.51648 0.351
H 1.96217 2.49125 -10.59400 0.269
H 0.98209 3.47894 -9.46238 0.320
H -1.11584 2.75958 -10.86543 0.310
H -0.17216 1.61214 -11.66296 0.343
Br 3.66942 -5.93494 -6.27886 -0.123
C 4.35535 -5.08305 -4.62594 -0.578
C 5.83189 -5.56444 -4.31866 -0.623
Br 5.73312 -7.49546 -3.82643 -0.150
H 3.71491 -5.30837 -3.77319 0.406
H 4.46907 -4.02838 -4.87660 0.323
H 6.37082 -5.00683 -3.55268 0.382
H 6.43650 -5.53699 -5.22518 0.363
Br -6.51428 2.97841 11.20813 -0.164
C -5.33320 1.45536 11.58734 -0.544
C -4.80037 0.81274 10.23893 -0.657
Br -3.04649 -0.14037 10.70871 -0.182
H -5.95073 0.68163 12.04350 0.334
H -4.50478 1.69447 12.25418 0.399
H -4.66300 1.51301 9.41501 0.392
H -5.57627 0.26979 9.69924 0.423
Br 5.63878 3.40871 -6.64774 -0.138
C 6.86720 2.27722 -5.55534 -0.552
C 6.06823 1.44450 -4.51780 -0.647
Br 7.27226 0.44208 -3.18054 -0.187
H 7.52988 2.94618 -5.00629 0.369
H 7.41023 1.53618 -6.14192 0.368
H 5.40418 0.72386 -4.99510 0.395
H 5.54580 2.23711 -3.98213 0.391
```

The calculation puts the HOMO-LUMO gap at 0.149 hartree. Its charge is -1. The HOMO energy comes out at -4.1 eV.

(2)
Computed, not measured: 3 unconnected molecules or ions with the total composition C31H57F9O14PSi, with ωB97M-V/def2-TZVPD.

Geometry as XYZ:
```
113
Properties=species:S:1:pos:R:3:mulliken_charge:R:1
C 3.08272 -3.32030 3.86671 -0.792
C 2.23593 -2.15831 4.24209 1.032
O 2.60816 -1.06739 4.58863 -0.584
O 0.88139 -2.45066 4.19341 -0.278
C 0.04000 -1.39525 3.90536 -0.258
O -0.88416 -1.15544 4.64111 -0.647
C 0.36499 -0.64382 2.65317 -1.616
C 0.66156 -1.52008 1.41356 2.247
C -0.49891 -2.54180 1.30085 -0.971
C -0.33378 -3.92400 1.94280 -0.706
O -1.11666 -4.91407 1.26362 -0.426
C -0.52963 -5.42540 0.11122 -0.323
C -1.40218 -6.56668 -0.41086 0.748
F -2.64564 -6.56902 0.11371 -0.302
F -0.82903 -7.75841 -0.07002 -0.371
C -1.53470 -6.61327 -1.95806 0.458
F -1.88742 -7.87038 -2.31728 -0.327
F -0.33217 -6.34667 -2.50847 -0.273
C -2.59974 -5.69886 -2.63603 0.794
F -3.82745 -6.20039 -2.39521 -0.290
F -2.36986 -5.77620 -3.97460 -0.296
C -2.64166 -4.19417 -2.33308 -0.033
F -2.90926 -3.97256 -1.03155 -0.218
F -1.43881 -3.64473 -2.62828 -0.255
O 1.91230 -2.13795 1.51586 -0.372
P 3.21924 -1.21713 0.71154 0.193
F 4.28239 -1.69394 1.97297 -0.513
Si 4.08454 -2.89942 -0.55592 0.495
C 5.88178 -3.12425 -0.05374 -1.281
C 3.13777 -4.51173 -0.44722 -0.775
C 4.10111 -2.29141 -2.33920 -0.997
O 1.98621 -0.75847 -0.45120 0.178
C 0.78527 -0.51107 0.21103 -0.292
C -0.39407 -0.35608 -0.76806 -1.022
C 0.02021 -0.55398 -2.23163 -0.269
C 0.89631 0.57971 -2.68505 0.192
O 0.61199 1.75098 -2.54996 -0.697
O 2.03352 0.17400 -3.30047 -0.400
H 3.40938 -3.13314 2.84265 -0.144
H 2.51073 -4.24398 3.89076 0.268
H 3.94386 -3.37071 4.52552 0.474
H -0.50777 -0.02264 2.44790 0.629
H 1.20398 0.01657 2.87343 0.642
H -0.74992 -2.70754 0.25316 0.007
H -1.38416 -2.07863 1.74113 0.349
H -0.75714 -3.91997 2.94464 0.294
H 0.71607 -4.20992 2.02750 0.357
H 0.44963 -5.85105 0.32675 0.541
H -0.38496 -4.66732 -0.66076 -0.070
H -3.41452 -3.73700 -2.95378 0.303
H 2.89517 -0.09826 1.52601 -0.127
H 4.22673 -0.36707 0.02991 -0.082
H 6.47239 -3.58585 -0.84627 0.389
H 6.28259 -2.12158 0.11519 0.301
H 5.98956 -3.67374 0.87920 0.311
H 3.08127 -4.86025 0.58484 0.269
H 3.55625 -5.31433 -1.06085 0.618
H 2.13107 -4.32338 -0.80502 -0.209
H 4.23700 -1.20966 -2.32795 0.116
H 4.93600 -2.72538 -2.89309 0.459
H 3.17399 -2.51896 -2.86317 0.255
H 0.89579 0.47256 0.69061 0.339
H -0.78771 0.65479 -0.67625 0.446
H -1.21981 -1.03375 -0.56269 0.566
H 0.52152 -1.50147 -2.39709 0.033
H -0.88839 -0.52656 -2.83990 0.490
H 2.74568 0.77239 -3.03752 0.355
C -0.17757 2.16166 -6.81882 -0.630
O -1.32837 2.62309 -6.15254 -0.251
C -0.99021 3.41895 -5.02179 -0.060
C -2.20273 4.16183 -4.51846 -0.533
O -2.51324 5.33846 -5.25787 -0.460
C -3.17541 5.14486 -6.49272 -0.416
C -4.65990 4.88927 -6.35876 -0.585
O -4.91240 3.53755 -6.02628 -0.230
C -6.24029 3.33466 -5.61167 -0.769
H 0.45984 1.56562 -6.15499 0.145
H -0.50581 1.53768 -7.64852 0.226
H 0.41458 2.99698 -7.21355 0.336
H -0.20886 4.14064 -5.29327 0.381
H -0.60672 2.77075 -4.22740 0.060
H -1.97907 4.51066 -3.50930 0.375
H -3.06407 3.49192 -4.46858 0.241
H -2.70589 4.34925 -7.07670 0.217
H -3.05492 6.08708 -7.03263 0.378
H -5.15348 5.12625 -7.31341 0.432
H -5.06783 5.55110 -5.58343 0.336
H -6.46491 3.90396 -4.70162 0.314
H -6.36003 2.27346 -5.40308 0.231
H -6.95373 3.62591 -6.39328 0.304
C -1.02306 7.60686 6.34479 -0.772
O -0.92050 6.26160 5.95463 -0.231
C -0.81753 6.12360 4.54816 -0.626
C -0.37870 4.72816 4.16823 -0.367
O 1.01604 4.51750 4.28261 -0.443
C 1.51428 4.25813 5.58589 -0.556
C 1.27261 2.84327 6.05792 -0.173
O -0.05046 2.70157 6.54088 -0.338
C -0.39733 1.33732 6.68864 -0.388
H -1.90054 8.09060 5.89624 0.306
H -1.12558 7.62805 7.42824 0.227
H -0.12824 8.17459 6.06058 0.315
H -0.09210 6.84668 4.15276 0.326
H -1.79729 6.32800 4.09195 0.427
H -0.60059 4.59428 3.10741 0.382
H -0.94188 3.98313 4.73535 0.233
H 1.11826 4.97327 6.31192 0.238
H 2.59338 4.40439 5.50886 0.402
H 1.98371 2.60354 6.86210 0.464
H 1.45229 2.15023 5.22666 0.028
H -0.37480 0.81946 5.72817 -0.007
H -1.40973 1.29572 7.08626 0.276
H 0.28233 0.83057 7.38425 0.298
```

The calculation puts the HOMO-LUMO gap at 0.254 hartree. Its charge is -1. The HOMO energy comes out at -4.7 eV.

no.,DFT total energy (eV)
1,-520809.8484
2,-103361.0144